# 1
This record from OMol25 describes a single C5H4FNO2S molecule in a non-equilibrium geometry. The level of theory is ωB97M-V/def2-TZVPD.

Calculated values
HOMO (eV): -9.52

The geometry in XYZ format:
```
14
C5H4FNO2S, DFT ωB97M-V/def2-TZVPD
C 0.830 -0.432 0.558
C 1.612 -0.196 -0.561
C -0.552 -0.168 0.561
C 1.093 0.382 -1.680
C -0.454 0.660 -1.600
N -1.123 0.353 -0.526
O -2.864 1.391 -2.272
O -0.865 2.823 -3.050
F 1.801 0.706 -2.812
S -1.364 1.481 -3.015
H 1.413 -0.852 1.292
H 2.685 -0.405 -0.705
H -1.177 -0.375 1.323
H -3.048 0.708 -1.644
```

# 2
This record from OMol25 describes a single C6H14O molecule in a non-equilibrium geometry. The level of theory is ωB97M-V/def2-TZVPD.

Calculated values
SMILES string: CC(C)C[C@@H](C)O
HOMO (eV): -10.09

The geometry in XYZ format:
```
21
C6H14O, DFT ωB97M-V/def2-TZVPD
C -1.685 -0.618 -1.147
C -1.194 -0.325 0.272
C -2.231 0.498 1.041
C 0.161 0.398 0.276
C 1.307 -0.375 -0.337
C 2.747 0.511 -0.111
O 1.556 -1.601 0.311
H -2.669 -1.100 -1.126
H -1.003 -1.286 -1.684
H -1.782 0.311 -1.726
H -1.051 -1.281 0.793
H -3.196 -0.021 1.075
H -2.394 1.472 0.560
H -1.914 0.684 2.075
H 0.438 0.619 1.316
H 0.088 1.349 -0.266
H 1.247 -0.500 -1.424
H 2.911 0.902 0.915
H 2.560 1.333 -0.781
H 3.717 0.053 -0.428
H 2.388 -1.025 0.395
```

# 3
This record from OMol25 describes 2 unconnected molecules or ions with the total composition C5H14N2O in a non-equilibrium geometry. The level of theory is ωB97M-V/def2-TZVPD.

Calculated values
SMILES string: C[C@H](N)C/C=C/N.O
HOMO (eV): -7.68

The geometry in XYZ format:
```
22
C5H14N2O, DFT ωB97M-V/def2-TZVPD
C 0.231 1.484 -0.066
C -0.208 0.097 0.381
N -0.854 0.068 1.562
C 0.954 -0.954 0.323
C 1.885 -0.852 -0.824
C 1.427 -0.646 -2.096
N 2.008 -0.361 -3.316
H 0.980 1.314 -0.836
H 0.785 2.193 0.701
H -0.653 2.069 -0.352
H -0.849 -0.140 -0.492
H -0.286 -0.008 2.414
H -1.527 0.891 1.612
H 1.539 -0.723 1.300
H 0.534 -2.027 0.280
H 2.898 -0.729 -0.709
H 0.223 -0.771 -2.119
H 3.011 -0.043 -3.348
H 1.404 0.146 -4.074
O -4.180 -0.057 3.139
H -4.563 -0.311 3.946
H -4.760 -0.641 2.572
```

# 4
This record from OMol25 describes a molecular structure, C39H35BrClLuNO11Sb in a non-equilibrium geometry. The level of theory is ωB97M-V/def2-TZVPD.

Calculated values
Total charge: -2
HOMO (eV): 0.10

The geometry in XYZ format:
```
90
C39H35BrClLuNO11Sb, DFT ωB97M-V/def2-TZVPD
Lu 1.545 -2.331 0.800
O 2.119 0.782 -2.115
C 2.079 0.190 -0.990
O 2.810 -0.770 -0.646
C 1.119 0.635 0.167
O 0.412 1.678 -0.009
O 1.084 -0.256 1.109
C -3.894 5.491 4.872
C -2.650 4.654 5.051
C -1.373 5.320 5.121
C -0.177 4.619 5.234
C -0.376 3.200 5.456
Br 1.219 2.164 5.611
N -1.513 2.585 5.418
C -2.662 3.288 5.164
H -3.659 6.353 4.193
H -4.305 5.898 5.810
H -4.777 4.989 4.452
H -1.386 6.414 5.174
H 0.799 5.030 4.994
H -3.570 2.694 5.235
C 1.670 -5.503 -1.898
C 2.198 -4.127 -1.918
C 3.246 -3.940 -2.962
O 2.709 -3.827 -0.583
C 1.023 -3.120 -2.128
O 0.632 -2.980 -3.286
O 0.577 -2.497 -1.062
H 2.484 -6.200 -1.721
H 1.222 -5.754 -2.909
H 0.851 -5.575 -1.201
H 4.016 -4.702 -2.852
H 3.753 -2.943 -2.866
H 2.784 -4.037 -3.948
H 3.679 -3.560 -0.527
C 0.447 0.138 -7.034
C 0.011 1.454 -6.907
C -0.011 2.037 -5.614
C 0.327 1.313 -4.468
C 0.702 -0.014 -4.638
C 0.724 -0.652 -5.940
Sb -0.065 1.921 -2.422
C 0.410 4.062 -2.649
C 1.754 4.480 -2.943
C 1.968 5.837 -3.090
C 1.047 6.840 -2.722
C -0.215 6.403 -2.364
C -0.530 4.997 -2.321
C -2.035 1.187 -1.906
C -3.102 2.044 -1.775
C -4.285 1.545 -1.211
C -4.380 0.190 -0.755
C -3.361 -0.734 -1.088
C -2.176 -0.193 -1.706
H 0.624 -0.300 -7.998
H -0.384 2.009 -7.735
H -0.324 3.069 -5.480
H 1.052 -0.534 -3.730
H 0.939 -1.719 -6.025
H 2.536 3.732 -3.130
H 2.962 6.121 -3.351
H 1.348 7.871 -2.745
H -1.041 7.100 -2.131
H -1.503 4.715 -1.911
H -3.049 3.137 -2.100
H -5.103 2.250 -1.163
H -5.255 -0.106 -0.123
H -3.495 -1.783 -0.856
H -1.311 -0.872 -1.943
Cl 6.512 -1.793 3.127
C 5.421 -3.219 2.833
C 4.602 -3.035 1.553
O 5.142 -3.092 0.411
O 3.369 -2.789 1.836
H 4.787 -3.434 3.664
H 6.148 -3.998 2.688
O 1.035 -3.378 2.972
C -0.140 -3.610 2.520
O -0.474 -3.132 1.376
C -1.156 -4.189 3.383
C -0.773 -4.723 4.611
C -1.758 -4.934 5.581
C -3.109 -4.802 5.186
C -3.520 -4.324 3.966
C -2.531 -4.019 3.032
H 0.305 -4.879 4.748
H -1.528 -5.178 6.615
H -3.939 -5.042 5.928
H -4.574 -4.180 3.710
H -2.734 -3.657 1.999
```

ΔE to the lowest compared entry with this formula, charge and spin (eV)
0.000; 2.056; 3.667; 2.881